This record from the Open Molecules 2025 dataset describes one molecule with the formula C3H5NO in a non-equilibrium geometry. The level of theory is ωB97M-V with the def2-TZVPD basis set.

The geometry in XYZ format:
```
10
Properties=species:S:1:pos:R:3:lowdin_charge:R:1
O 2.126 1.089 0.746 -0.01
N -1.537 0.004 -1.119 0.04
C 0.330 -0.460 0.442 -0.11
C -0.438 0.306 -0.359 -0.21
C 1.648 -0.042 0.889 -0.30
H 2.116 -0.816 1.524 0.11
H -0.037 1.302 -0.686 0.14
H 0.000 -1.456 0.794 0.10
H -2.081 0.879 -1.413 0.13
H -2.126 -0.808 -0.819 0.12
```

The calculation puts the HOMO-LUMO gap at 9.581 eV. For the lowest unoccupied orbital energy, the calculation gives 0.700 eV. Its calculated total energy is -6728.638 eV. As for the SMILES: N/C=C/C=O. The max |F| comes out at 0.0474 Eh/bohr. The value obtained for the energy above the lowest of the compared OMol25 structures with the same formula, charge and spin is 90.2 kJ/mol.